[1]
The following is a DFT calculation (ωB97M-V/def2-TZVPD) of a structure of composition C39H48AsBN10O2Ru.

Calculated values
Gap between HOMO and LUMO (spin up / spin down)   7.04 / 6.19 eV
Energy relative to the best compared isomer or geometry (same formula, charge and spin)   196.6 kJ/mol
Charge   +2
Spin multiplicity   5

Each line ends with the Mulliken spin population.
Element x y z (Å)
Ru1 0.721 -0.100 -0.767  0.840
C1 3.713 -1.220 -2.615  0.005
C2 3.826 -0.873 -1.170  -0.002
C3 4.966 -0.949 -0.362  0.002
C4 4.560 -0.543 0.889  0.001
N1 3.251 -0.236 0.830  0.021
N2 2.796 -0.440 -0.439  -0.018
B1 2.292 0.216 1.937  0.011
N3 1.622 1.537 1.478  0.010
C5 1.576 2.707 2.133  0.004
C6 0.962 3.632 1.320  0.005
C7 0.643 2.950 0.141  0.010
C8 -0.034 3.537 -1.051  -0.011
N4 1.055 1.680 0.254  -0.015
N5 1.099 -0.890 1.922  -0.098
C9 0.767 -1.723 2.934  0.321
C10 -0.432 -2.472 2.994  -0.033
C11 -1.639 -2.196 2.409  0.250
C12 -2.816 -3.110 2.548  -0.007
N6 0.493 -0.951 0.816  0.703
N7 2.880 0.394 3.297  -0.008
C13 2.194 0.595 4.468  -0.004
C14 3.055 1.143 5.369  0.004
C15 4.282 1.288 4.664  0.001
C16 5.556 1.858 5.180  0.000
N8 4.154 0.855 3.428  0.002
H1 4.238 -0.486 -3.228  0.000
H2 2.668 -1.254 -2.924  -0.005
H3 4.177 -2.186 -2.809  0.000
H4 5.951 -1.259 -0.664  0.000
H5 5.103 -0.421 1.809  0.000
H6 1.986 2.822 3.124  -0.001
H7 0.778 4.672 1.528  0.000
H8 -0.108 4.614 -0.918  0.000
H9 -1.043 3.145 -1.164  0.010
H10 0.519 3.348 -1.969  0.000
H11 1.520 -1.848 3.697  -0.027
H12 -0.419 -3.325 3.661  0.018
H13 -3.061 -3.279 3.597  0.011
H14 -2.570 -4.082 2.116  0.015
H15 -3.696 -2.720 2.043  -0.002
H16 1.154 0.330 4.572  -0.007
H17 2.858 1.410 6.393  0.000
H18 5.861 1.349 6.094  0.000
H19 5.423 2.913 5.422  0.000
H20 6.347 1.762 4.440  0.000
C17 2.024 1.558 -3.325  0.005
O1 0.941 0.827 -2.733  0.000
C18 -0.310 0.890 -3.345  0.039
C19 -0.475 1.216 -4.678  -0.046
C20 -1.752 1.323 -5.212  0.073
C21 -2.864 1.114 -4.407  -0.018
C22 -2.703 0.785 -3.076  0.087
C23 -1.425 0.659 -2.520  0.017
N9 -1.214 0.432 -1.149  0.372
N10 -2.126 0.943 -0.363  0.675
C24 -2.805 0.852 0.750  0.083
C25 -2.721 -0.143 1.785  0.231
O2 -1.750 -1.088 1.629  0.077
C26 -3.412 -0.005 2.980  -0.034
C27 -4.294 1.032 3.182  0.242
C28 -4.464 2.035 2.198  -0.049
C29 -5.372 3.092 2.398  0.086
C30 -5.526 4.075 1.451  -0.028
C31 -4.772 4.027 0.277  0.057
C32 -3.893 2.988 0.051  0.009
C33 -3.714 1.977 1.002  0.031
H21 1.704 2.562 -3.603  -0.001
H22 2.401 1.037 -4.204  0.001
H23 2.807 1.622 -2.574  0.000
H24 0.386 1.379 -5.311  0.001
H25 -1.866 1.587 -6.254  0.001
H26 -3.858 1.212 -4.820  0.001
H27 -3.564 0.621 -2.440  -0.006
H28 -3.223 -0.716 3.773  0.023
H29 -4.849 1.099 4.108  0.004
H30 -5.948 3.119 3.314  0.004
H31 -6.232 4.878 1.615  0.000
H32 -4.877 4.806 -0.467  0.001
H33 -3.340 2.949 -0.878  0.026
C34 1.927 -3.762 0.013  0.016
C35 1.519 -3.760 -1.460  -0.004
As1 0.254 -2.326 -1.917  0.009
C36 -1.384 -3.298 -1.429  0.016
C37 -2.663 -2.466 -1.378  -0.006
C38 0.234 -2.545 -3.883  -0.005
C39 -1.106 -2.285 -4.566  0.001
H34 2.561 -4.622 0.230  0.000
H35 1.048 -3.821 0.661  -0.005
H36 2.484 -2.864 0.274  -0.001
H37 1.006 -4.693 -1.700  0.000
H38 2.394 -3.693 -2.107  0.000
H39 -1.193 -3.769 -0.462  -0.005
H40 -1.471 -4.093 -2.170  0.001
H41 -2.594 -1.712 -0.597  0.014
H42 -3.522 -3.102 -1.164  -0.001
H43 -2.849 -1.958 -2.325  0.002
H44 0.542 -3.581 -4.038  0.000
H45 1.007 -1.904 -4.311  -0.001
H46 -1.891 -2.919 -4.153  -0.001
H47 -1.030 -2.519 -5.627  0.000
H48 -1.415 -1.244 -4.470  -0.002

[2]
The following is a DFT calculation (ωB97M-V/def2-TZVPD) of a cluster of 3 separate species, C39H48BrF5O6 in total in a non-equilibrium geometry.

Calculated values
Gap between HOMO and LUMO   7.32 eV
Spin multiplicity   1
SMILES   C=CC(=O)OCCCCCCc1ccc2c(c1CCCCCC)C(=O)c1c(ccc(Br)c1C(F)(F)C(F)(F)F)C2=O.C1CCOC1.C1CCOC1

Each line ends with the Mulliken charge.
Element x y z (Å)
C1 1.646 -4.002 1.386  -0.829
C2 0.349 -3.562 1.172  0.415
C3 -0.768 -4.422 0.527  0.475
O1 -1.201 -5.356 1.166  -0.553
O2 -1.303 -4.187 -0.729  -0.356
C4 -2.183 -3.013 -0.702  0.651
C5 -2.498 -2.571 -2.166  -0.943
C6 -3.124 -1.103 -2.249  -0.225
C7 -2.058 -0.125 -1.613  0.183
C8 -2.000 1.312 -2.255  -0.451
C9 -0.590 1.955 -1.816  -1.045
C10 -0.832 2.520 -0.362  -0.290
C11 -1.432 3.833 -0.177  -0.377
C12 -1.738 4.420 1.137  -1.127
C13 -1.405 3.630 2.310  0.464
C14 -0.768 2.303 2.128  0.856
C15 -0.459 1.730 0.821  0.281
C16 0.235 0.331 0.802  1.946
C17 1.831 0.421 1.024  -0.673
C18 2.403 1.857 0.741  0.031
C19 3.978 1.893 0.673  -1.044
C20 4.706 1.217 1.903  -0.109
C21 5.197 2.402 2.860  -1.281
C22 -0.465 1.570 3.487  0.496
O3 0.666 1.198 3.675  -0.570
C23 -1.659 1.562 4.472  0.143
C24 -2.288 2.889 4.643  0.354
C25 -3.407 3.118 5.540  -0.831
C26 -3.916 1.955 6.257  -0.603
C27 -3.327 0.636 6.068  -0.110
Br1 -4.237 -0.787 7.080  -0.134
C28 -2.174 0.375 5.178  -0.115
C29 -1.589 -1.031 4.964  0.743
F1 -1.583 -1.828 6.111  -0.305
F2 -0.319 -1.115 4.467  -0.127
C30 -2.516 -1.833 3.922  0.712
F3 -3.835 -1.510 4.014  -0.236
F4 -2.409 -3.177 4.039  -0.255
F5 -2.082 -1.458 2.660  -0.199
C31 -1.723 4.083 3.779  -0.173
O4 -1.544 5.193 4.203  -0.514
H1 2.549 -3.435 0.998  0.221
H2 1.881 -4.922 1.991  0.281
H3 0.098 -2.525 1.532  0.060
H4 -1.650 -2.245 -0.082  -0.509
H5 -3.098 -3.323 -0.129  0.262
H6 -3.281 -3.290 -2.552  0.395
H7 -1.625 -2.644 -2.866  0.300
H8 -4.097 -1.123 -1.695  0.368
H9 -3.226 -0.863 -3.336  0.086
H10 -2.258 -0.062 -0.505  -0.184
H11 -1.045 -0.595 -1.790  0.146
H12 -2.164 1.339 -3.372  -0.166
H13 -2.777 1.943 -1.735  0.472
H14 -0.318 2.808 -2.487  0.586
H15 0.225 1.178 -1.781  0.333
H16 -1.700 4.468 -1.058  0.368
H17 -2.223 5.420 1.231  0.397
H18 0.101 -0.234 -0.148  0.391
H19 -0.187 -0.246 1.666  -2.057
H20 2.315 -0.282 0.291  0.491
H21 2.071 0.027 2.045  0.308
H22 2.050 2.561 1.543  0.215
H23 2.002 2.213 -0.249  -0.037
H24 4.275 2.982 0.671  0.484
H25 4.322 1.497 -0.328  0.402
H26 5.553 0.599 1.512  0.228
H27 4.047 0.568 2.532  0.193
H28 5.999 2.955 2.304  0.344
H29 5.568 1.946 3.811  0.376
H30 4.300 3.047 3.042  0.283
H31 -3.845 4.134 5.628  0.421
H32 -4.799 2.106 6.925  0.348
C32 -2.369 2.276 -7.767  -0.616
C33 -3.808 1.861 -8.001  -0.550
C34 -4.133 1.117 -6.718  -0.529
O5 -3.345 1.716 -5.680  -0.343
C35 -2.368 2.579 -6.279  -0.313
H33 -2.052 3.125 -8.373  0.351
H34 -1.701 1.436 -7.978  0.280
H35 -4.441 2.749 -8.088  0.260
H36 -3.951 1.252 -8.894  0.332
H37 -3.850 0.061 -6.788  0.282
H38 -5.190 1.177 -6.455  0.300
H39 -2.669 3.613 -6.084  0.279
H40 -1.394 2.407 -5.816  0.235
C36 5.671 -4.506 -1.872  -0.562
C37 6.623 -3.799 -0.926  -0.563
C38 5.664 -3.063 -0.008  -0.418
O6 4.469 -3.854 0.064  -0.324
C39 4.522 -4.869 -0.949  -0.447
H41 6.108 -5.373 -2.369  0.345
H42 5.327 -3.809 -2.642  0.267
H43 7.194 -4.537 -0.355  0.274
H44 7.328 -3.135 -1.426  0.329
H45 5.394 -2.083 -0.418  0.202
H46 6.069 -2.920 0.995  0.299
H47 4.699 -5.829 -0.454  0.299
H48 3.564 -4.918 -1.470  0.252

[3]
The following is a DFT calculation (ωB97M-V/def2-TZVPD) of a structure of composition C39H48BrIN5NaO2.

Calculated values
Gap between HOMO and LUMO   8.49 eV
Energy relative to the best compared isomer or geometry (same formula, charge and spin)   43.1 kJ/mol
Spin multiplicity   1

Each line ends with the Mulliken charge.
Element x y z (Å)
Na1 -0.646 -0.292 -0.267  1.047
C1 -0.308 3.102 2.173  -2.170
C2 -1.630 2.400 1.958  1.028
C3 -2.383 2.620 0.803  1.061
C4 -2.064 3.737 -0.162  -1.993
C5 -3.495 1.806 0.549  1.143
C6 -4.190 1.917 -0.793  -2.548
C7 -3.960 0.921 1.522  0.999
C8 -5.217 0.124 1.246  -2.286
C9 -3.297 0.817 2.758  1.336
C10 -3.956 0.023 3.872  -2.111
C11 -2.095 1.515 2.949  1.124
C12 -1.288 1.423 4.227  -2.322
H1 -0.280 3.656 3.116  0.486
H2 -0.080 3.796 1.370  0.274
H3 0.512 2.378 2.206  0.308
H4 -1.472 3.408 -1.016  -0.005
H5 -1.542 4.552 0.335  0.585
H6 -2.987 4.154 -0.568  0.433
H7 -4.930 2.724 -0.811  0.401
H8 -4.726 1.002 -1.048  0.590
H9 -3.471 2.120 -1.589  0.293
H10 -5.050 -0.642 0.482  0.284
H11 -6.020 0.762 0.873  0.448
H12 -5.590 -0.389 2.127  0.428
H13 -4.988 0.350 4.013  0.464
H14 -3.457 0.158 4.826  0.379
H15 -4.002 -1.052 3.677  0.391
H16 -0.229 1.272 4.011  0.367
H17 -1.592 0.608 4.875  0.356
H18 -1.357 2.349 4.806  0.394
C13 0.855 -2.517 -2.022  -0.731
C14 0.145 -3.606 -1.220  -1.068
N1 -0.587 -3.118 -0.039  0.506
C15 -1.981 -3.564 0.068  -1.326
C16 -3.024 -2.456 -0.148  0.334
N2 -2.620 -1.498 -1.176  0.255
C17 -2.418 -2.064 -2.515  -0.961
C18 -1.129 -1.564 -3.208  -1.003
N3 -0.007 -1.375 -2.296  0.239
H19 1.256 -2.979 -2.936  0.431
H20 1.711 -2.139 -1.455  0.327
H21 0.890 -4.354 -0.936  0.514
H22 -0.562 -4.128 -1.868  0.269
H23 -0.088 -3.335 0.810  -0.052
H24 -2.161 -3.992 1.055  0.514
H25 -2.161 -4.375 -0.643  0.294
H26 -3.153 -1.893 0.782  -0.366
H27 -3.988 -2.941 -0.359  0.343
H28 -3.264 -0.716 -1.195  -0.092
H29 -3.268 -1.846 -3.168  0.516
H30 -2.388 -3.151 -2.425  0.331
H31 -1.337 -0.591 -3.659  0.461
H32 -0.886 -2.251 -4.031  0.326
H33 0.553 -0.593 -2.604  -0.309
O1 -0.876 2.432 -2.916  -0.780
C19 0.187 2.151 -2.383  -0.766
N4 1.422 2.521 -2.886  -0.058
C20 2.505 2.034 -2.066  3.732
C21 1.678 1.268 -0.992  -0.702
O2 2.187 0.607 -0.089  -0.837
N5 0.358 1.397 -1.233  0.572
C22 3.376 1.001 -2.786  -0.944
C23 3.115 0.612 -4.093  -0.265
C24 3.901 -0.358 -4.714  -0.905
C25 4.953 -0.946 -4.030  -0.440
C26 5.211 -0.567 -2.715  -0.936
C27 4.429 0.395 -2.098  -0.044
C28 3.305 3.181 -1.453  -0.401
C29 2.822 3.836 -0.322  0.111
C30 3.493 4.927 0.206  -0.828
C31 4.663 5.381 -0.393  -0.531
C32 5.150 4.738 -1.521  -0.830
C33 4.475 3.640 -2.045  -0.237
H34 1.507 3.266 -3.555  0.314
H35 2.285 1.057 -4.626  0.442
H36 3.686 -0.648 -5.735  0.429
H37 5.569 -1.694 -4.514  0.422
H38 6.025 -1.026 -2.168  0.402
H39 4.619 0.679 -1.071  0.485
H40 1.913 3.485 0.155  -0.054
H41 3.108 5.420 1.090  0.453
H42 5.193 6.229 0.022  0.392
H43 6.061 5.085 -1.994  0.400
H44 4.870 3.132 -2.917  0.440
Br1 -1.658 -5.029 5.177  -0.174
C34 0.031 -4.690 4.411  -0.011
C35 1.021 -5.647 4.599  -0.382
C36 2.282 -5.466 4.052  -0.522
C37 2.560 -4.325 3.314  -0.759
C38 1.575 -3.367 3.129  -0.468
C39 0.306 -3.544 3.676  0.281
I1 -1.084 -2.048 3.319  0.248
H45 0.795 -6.533 5.176  0.397
H46 3.045 -6.218 4.207  0.369
H47 3.543 -4.173 2.886  0.396
H48 1.792 -2.466 2.569  0.656

[4]
The following is a DFT calculation (ωB97M-V/def2-TZVPD) of a structure of composition C39H49AsBaCl2N2O2Si.

Calculated values
Gap between HOMO and LUMO   6.97 eV
Energy relative to the best compared isomer or geometry (same formula, charge and spin)   0.0 kJ/mol
Spin multiplicity   1

Each line ends with the Mulliken charge.
Element x y z (Å)
Ba1 -0.379 0.222 -0.336  1.524
C1 -0.282 -0.499 2.408  -1.300
Si1 -1.696 -1.613 2.487  -0.409
C2 -1.407 -2.933 1.120  -1.348
N1 -1.346 -2.403 -0.267  0.563
C3 -0.400 -3.146 -1.111  -0.660
C4 -0.840 -4.573 -1.425  -0.601
C5 -2.219 -4.569 -2.082  -0.798
C6 -3.215 -3.786 -1.230  -0.594
C7 -2.672 -2.393 -0.922  -0.260
C8 -2.205 -2.661 3.979  0.530
C9 -1.642 -3.919 4.209  -0.265
C10 -1.996 -4.684 5.312  -0.674
C11 -2.927 -4.200 6.220  -0.412
C12 -3.495 -2.950 6.018  -0.712
C13 -3.135 -2.193 4.910  -0.201
C14 -3.244 -0.608 2.020  -0.302
C15 -3.146 0.755 1.731  -0.043
C16 -4.239 1.500 1.298  -0.659
C17 -5.471 0.883 1.150  -0.442
C18 -5.604 -0.468 1.454  -0.784
C19 -4.508 -1.196 1.886  0.020
H1 0.669 -1.032 2.553  0.032
H2 -0.315 0.336 3.115  0.271
H3 -2.082 -3.791 1.202  0.346
H4 -0.412 -3.330 1.359  0.585
H5 0.578 -3.142 -0.620  0.312
H6 -0.295 -2.596 -2.058  0.330
H7 -0.866 -5.154 -0.499  0.278
H8 -0.101 -5.046 -2.075  0.403
H9 -2.564 -5.590 -2.253  0.424
H10 -2.143 -4.093 -3.066  0.263
H11 -3.430 -4.330 -0.307  0.289
H12 -4.170 -3.681 -1.751  0.443
H13 -3.363 -1.822 -0.304  -0.201
H14 -2.569 -1.841 -1.861  0.515
H15 -0.908 -4.319 3.517  0.295
H16 -1.546 -5.657 5.463  0.389
H17 -3.207 -4.793 7.082  0.367
H18 -4.220 -2.563 6.723  0.378
H19 -3.594 -1.221 4.767  0.350
H20 -2.198 1.261 1.883  0.674
H21 -4.124 2.555 1.080  0.461
H22 -6.325 1.453 0.807  0.452
H23 -6.569 -0.950 1.354  0.399
H24 -4.633 -2.248 2.125  0.489
C20 4.428 -1.858 -2.822  -1.254
C21 4.406 -0.375 -2.468  -0.709
As1 3.057 -0.004 -1.095  0.232
C22 3.791 -0.972 0.452  -0.505
C23 5.255 -0.738 0.799  -1.243
C24 3.456 1.867 -0.595  -0.402
C25 4.843 2.402 -0.933  -1.258
H25 5.156 -2.061 -3.608  0.372
H26 3.453 -2.198 -3.177  0.289
H27 4.698 -2.470 -1.959  0.290
H28 4.148 0.231 -3.338  0.460
H29 5.381 -0.038 -2.116  0.384
H30 3.596 -2.030 0.261  0.436
H31 3.143 -0.696 1.288  0.432
H32 5.912 -0.942 -0.048  0.270
H33 5.566 -1.388 1.619  0.414
H34 5.427 0.290 1.118  0.243
H35 3.259 1.921 0.479  0.446
H36 2.702 2.491 -1.081  0.261
H37 5.639 1.819 -0.472  0.257
H38 4.946 3.435 -0.596  0.375
H39 5.014 2.396 -2.010  0.297
Cl1 0.780 4.949 -1.164  -0.238
C26 -0.103 6.067 -2.176  0.732
C27 0.626 6.968 -2.921  -0.758
C28 -0.030 7.886 -3.725  -0.396
C29 -1.409 7.859 -3.769  -0.818
C30 -2.136 6.942 -3.023  0.813
Cl2 -3.864 6.986 -3.243  -0.200
C31 -1.515 6.010 -2.171  -0.309
N2 -2.118 5.092 -1.349  0.114
C32 -3.505 4.827 -1.156  -0.679
C33 -4.242 5.641 -0.309  -0.008
C34 -5.583 5.381 -0.077  -0.609
C35 -6.184 4.286 -0.680  -0.679
C36 -5.434 3.450 -1.494  -0.813
C37 -4.088 3.701 -1.739  1.388
C38 -3.289 2.751 -2.588  -1.463
C39 -2.382 1.845 -1.772  1.335
O1 -2.361 0.608 -1.981  -0.791
O2 -1.619 2.374 -0.903  -1.162
H40 1.705 6.944 -2.855  0.405
H41 0.526 8.603 -4.311  0.371
H42 -1.959 8.547 -4.397  0.418
H43 -1.553 4.279 -1.114  0.071
H44 -3.749 6.490 0.147  0.481
H45 -6.155 6.028 0.575  0.428
H46 -7.231 4.076 -0.504  0.461
H47 -5.896 2.581 -1.946  0.361
H48 -2.627 3.309 -3.259  0.270
H49 -3.941 2.134 -3.202  0.471

Calculated DFT total energy in order - -124300.7604; -137129.8445; -135330.7975; -142771.2985 eV